# 1
Entry from the Open Molecules 2025 dataset: a single C3H4BrF molecule at a distorted geometry (ωB97M-V/def2-TZVPD).

Values from the calculation:
- total charge = 0
- gap between HOMO and LUMO (eV) = 10.92

Geometry (Å):
F  0.836  -1.800  -0.089
C  0.680  -0.211  0.061
Br  2.333  0.584  0.006
C  -0.517  0.154  -0.754
C  -0.568  0.273  0.759
H  -0.978  -0.653  -1.135
H  -0.402  1.078  -1.435
H  -0.392  1.191  1.289
H  -0.992  -0.615  1.298

Which charges does Mulliken predict for the atoms? In e, they are: number 1, F, carries -0.366; number 2, C, carries 0.520; number 3, Br, carries -0.070; number 4, C, carries -0.629; number 5, C, carries -0.470; number 6, H, carries 0.271; number 7, H, carries 0.217; number 8, H, carries 0.307; number 9, H, carries 0.220



# 2
Entry from the Open Molecules 2025 dataset: a single C10H21N5O4 molecule at a distorted geometry (ωB97M-V/def2-TZVPD).

Values from the calculation:
- total charge = 0
- gap between HOMO and LUMO (eV) = 9.51

Geometry (Å):
H  -3.335  -4.680  -1.320
N  -2.359  -5.056  -1.455
C  -1.496  -4.611  -0.640
N  -0.260  -5.283  -0.434
N  -1.698  -3.524  0.241
C  -1.384  -2.186  -0.375
C  0.130  -1.966  -0.328
C  0.803  -0.591  -0.098
C  0.304  0.123  1.311
N  1.230  1.192  1.689
C  1.244  2.409  1.113
O  2.007  3.308  1.528
C  0.320  2.782  -0.071
N  -0.514  3.726  0.601
C  1.175  3.513  -1.147
C  0.639  3.743  -2.449
O  1.558  4.741  -0.628
C  0.264  -0.884  2.471
O  1.271  -1.100  3.209
O  -0.878  -1.488  2.665
H  0.523  -4.854  -0.007
H  -0.127  -5.987  -1.162
H  -2.684  -3.475  0.609
H  -2.012  -1.338  0.105
H  -1.717  -2.365  -1.437
H  0.456  -2.715  0.263
H  0.362  -2.247  -1.364
H  0.738  0.157  -1.004
H  1.751  -0.955  0.093
H  -0.650  0.634  1.345
H  1.608  1.231  2.644
H  -0.217  2.021  -0.559
H  -0.238  3.820  1.499
H  -0.535  4.630  0.305
H  2.114  2.881  -1.145
H  0.734  4.886  -2.619
H  0.870  3.045  -3.316
H  -0.449  3.571  -2.283
H  1.826  4.485  0.370
H  -1.376  -1.593  1.779

Which charges does Mulliken predict for the atoms? In e, they are: number 1, H, carries 0.249; number 2, N, carries -0.701; number 3, C, carries 0.333; number 4, N, carries -0.402; number 5, N, carries -0.294; number 6, C, carries -0.933; number 7, C, carries -1.099; number 8, C, carries -0.572; number 9, C, carries 0.349; number 10, N, carries -0.177; number 11, C, carries 0.184; number 12, O, carries -0.749; number 13, C, carries -0.518; number 14, N, carries -0.555; number 15, C, carries 0.444; number 16, C, carries -1.179; number 17, O, carries -0.718; number 18, C, carries 0.071; number 19, O, carries -0.619; number 20, O, carries -0.486; number 21, H, carries 0.248; number 22, H, carries 0.261; number 23, H, carries 0.309; number 24, H, carries 0.534; number 25, H, carries 0.481; number 26, H, carries 0.653; number 27, H, carries 0.441; number 28, H, carries 0.230; number 29, H, carries 0.407; number 30, H, carries 0.385; number 31, H, carries 0.277; number 32, H, carries 0.648; number 33, H, carries 0.241; number 34, H, carries 0.285; number 35, H, carries 0.283; number 36, H, carries 0.296; number 37, H, carries 0.292; number 38, H, carries 0.303; number 39, H, carries 0.401; number 40, H, carries 0.398



# 3
Entry from the Open Molecules 2025 dataset: 3 unconnected molecules or ions with the total composition C31H51BN4O3 at a distorted geometry (ωB97M-V/def2-TZVPD).

Values from the calculation:
- total charge = 0
- spin multiplicity = 3
- gap between HOMO and LUMO (alpha / beta) (eV) = 8.55 / 9.13

Geometry (Å):
C  7.948  1.871  -0.104
B  7.248  1.000  -1.196
O  7.730  0.882  -2.483
C  5.915  0.138  -0.852
C  5.567  0.364  0.536
N  5.271  0.526  1.624
C  6.352  -1.374  -0.971
C  5.658  -2.147  -1.974
N  5.229  -2.765  -2.830
C  4.798  0.604  -1.827
C  3.371  0.358  -1.395
C  2.697  -0.772  -1.861
C  1.397  -1.076  -1.479
C  0.737  -0.222  -0.612
C  1.368  0.928  -0.170
C  2.674  1.241  -0.549
C  3.234  2.541  -0.018
H  8.233  1.267  0.755
H  8.827  2.368  -0.500
H  7.243  2.626  0.239
H  7.104  1.246  -3.121
H  6.177  -1.860  -0.016
H  7.418  -1.439  -1.162
H  4.894  1.684  -1.930
H  4.974  0.202  -2.818
H  3.194  -1.444  -2.543
H  0.950  -1.982  -1.855
H  -0.265  -0.439  -0.276
H  0.849  1.599  0.496
H  2.568  3.362  -0.263
H  4.206  2.777  -0.434
H  3.357  2.479  1.056
C  -2.848  -1.215  5.033
C  -2.341  -1.711  3.659
C  -2.390  -3.237  3.601
C  -1.316  -3.910  4.455
C  0.073  -3.371  4.110
C  0.166  -1.846  4.158
N  -0.954  -1.223  3.390
O  -0.697  -1.254  2.123
C  0.166  -1.358  5.620
C  1.498  -1.396  3.566
C  -3.292  -1.125  2.621
H  -3.935  -1.137  5.026
H  -2.598  -1.884  5.854
H  -2.456  -0.224  5.262
H  -2.267  -3.563  2.563
H  -3.381  -3.573  3.915
H  -1.524  -3.771  5.519
H  -1.338  -4.988  4.282
H  0.814  -3.792  4.792
H  0.343  -3.716  3.107
H  0.101  -0.270  5.663
H  1.096  -1.654  6.106
H  -0.638  -1.772  6.223
H  1.655  -1.781  2.560
H  2.313  -1.763  4.190
H  1.565  -0.307  3.528
H  -3.266  -0.033  2.638
H  -4.309  -1.445  2.843
H  -3.058  -1.458  1.610
C  -5.992  1.589  -3.621
C  -4.609  2.142  -4.033
C  -3.844  1.093  -4.839
C  -3.340  -0.073  -3.988
C  -2.529  0.430  -2.794
C  -3.260  1.484  -1.962
N  -3.818  2.560  -2.836
O  -2.890  3.399  -3.172
C  -4.375  0.823  -1.128
C  -2.294  2.090  -0.953
C  -4.885  3.363  -4.904
H  -6.712  1.742  -4.424
H  -5.988  0.519  -3.419
H  -6.376  2.105  -2.741
H  -2.986  1.567  -5.327
H  -4.488  0.721  -5.639
H  -4.176  -0.691  -3.647
H  -2.714  -0.725  -4.601
H  -2.260  -0.409  -2.148
H  -1.587  0.850  -3.161
H  -4.983  1.579  -0.630
H  -3.932  0.192  -0.357
H  -5.035  0.179  -1.705
H  -1.398  2.490  -1.426
H  -1.972  1.322  -0.250
H  -2.766  2.892  -0.383
H  -5.425  4.128  -4.344
H  -5.500  3.065  -5.754
H  -3.973  3.806  -5.300

Which charges does Mulliken predict for the atoms? In e, they are: number 1, C, carries -1.021; number 2, B, carries 0.466; number 3, O, carries -0.544; number 4, C, carries 2.441; number 5, C, carries -0.650; number 6, N, carries -0.628; number 7, C, carries -0.945; number 8, C, carries 0.322; number 9, N, carries -0.539; number 10, C, carries -2.756; number 11, C, carries 0.912; number 12, C, carries -0.542; number 13, C, carries -1.755; number 14, C, carries -0.060; number 15, C, carries -0.944; number 16, C, carries 1.408; number 17, C, carries -2.215; number 18, H, carries 0.363; number 19, H, carries 0.274; number 20, H, carries 0.365; number 21, H, carries 0.323; number 22, H, carries 0.419; number 23, H, carries 0.385; number 24, H, carries 0.593; number 25, H, carries 0.869; number 26, H, carries 0.398; number 27, H, carries 0.551; number 28, H, carries 0.737; number 29, H, carries 0.548; number 30, H, carries 0.561; number 31, H, carries 0.241; number 32, H, carries 0.393; number 33, C, carries -1.913; number 34, C, carries 2.150; number 35, C, carries -1.272; number 36, C, carries -0.526; number 37, C, carries -1.256; number 38, C, carries 1.980; number 39, N, carries 0.273; number 40, O, carries -0.363; number 41, C, carries -1.767; number 42, C, carries -2.142; number 43, C, carries -2.283; number 44, H, carries 0.500; number 45, H, carries 0.329; number 46, H, carries 0.357; number 47, H, carries 0.384; number 48, H, carries 0.373; number 49, H, carries 0.317; number 50, H, carries 0.383; number 51, H, carries 0.395; number 52, H, carries 0.350; number 53, H, carries 0.382; number 54, H, carries 0.460; number 55, H, carries 0.305; number 56, H, carries 0.350; number 57, H, carries 0.414; number 58, H, carries 0.475; number 59, H, carries 0.501; number 60, H, carries 0.506; number 61, H, carries 0.316; number 62, C, carries -1.813; number 63, C, carries 1.799; number 64, C, carries -1.299; number 65, C, carries -0.736; number 66, C, carries -0.944; number 67, C, carries 1.798; number 68, N, carries 0.466; number 69, O, carries -0.606; number 70, C, carries -1.559; number 71, C, carries -1.620; number 72, C, carries -1.891; number 73, H, carries 0.493; number 74, H, carries 0.296; number 75, H, carries 0.334; number 76, H, carries 0.389; number 77, H, carries 0.380; number 78, H, carries 0.325; number 79, H, carries 0.420; number 80, H, carries 0.258; number 81, H, carries 0.411; number 82, H, carries 0.419; number 83, H, carries 0.101; number 84, H, carries 0.245; number 85, H, carries 0.394; number 86, H, carries 0.163; number 87, H, carries 0.570; number 88, H, carries 0.441; number 89, H, carries 0.447; number 90, H, carries 0.373



# 4
Entry from the Open Molecules 2025 dataset: 2 unconnected molecules or ions with the total composition C4H10NO at a distorted geometry (ωB97M-V/def2-TZVPD).

Values from the calculation:
- total charge = 0
- spin multiplicity = 2
- gap between HOMO and LUMO (alpha / beta) (eV) = 5.60 / 9.32

Geometry (Å):
C  -1.398  -1.561  -0.608
C  -0.855  -0.333  0.092
C  -1.334  0.909  -0.102
C  1.130  -1.082  1.272
N  0.638  -0.409  0.333
H  -0.838  -1.964  -1.475
H  -2.523  -1.422  -0.694
H  -1.256  -2.360  0.258
H  -0.869  1.803  0.212
H  -2.248  1.138  -0.808
H  2.114  -0.849  1.534
H  0.661  -1.387  2.271
H  1.174  0.418  -0.110
H  1.429  2.830  -1.121
H  2.494  2.310  -0.396
O  1.682  1.960  -0.657

Which charges does Mulliken predict for the atoms? In e, they are: number 1, C, carries -0.928; number 2, C, carries 0.450; number 3, C, carries -0.940; number 4, C, carries -0.711; number 5, N, carries -0.016; number 6, H, carries 0.272; number 7, H, carries 0.324; number 8, H, carries 0.248; number 9, H, carries 0.399; number 10, H, carries 0.171; number 11, H, carries 0.305; number 12, H, carries 0.223; number 13, H, carries 0.263; number 14, H, carries 0.297; number 15, H, carries 0.278; number 16, O, carries -0.636